{"formula": "C6H10N2", "method": "ωB97M-V with the def2-TZVPD basis set", "multiplicity": 1, "orbital_gap_ev": [6.3441, 9.2379], "total_charge": 0, "e_above_lowest_kcal_mol": 182.2, "elements": ["C", "C", "C", "C", "C", "C", "N", "N", "H", "H", "H", "H", "H", "H", "H", "H", "H", "H"], "coordinates": [[1.7536, 2.0446, 0.0230], [0.9385, 1.7720, 1.0442], [1.1534, 1.0610, -0.8671], [0.0538, 0.6895, 0.2055], [-2.2039, -0.9255, -0.7701], [0.6589, -1.3065, 1.3090], [-1.1675, -1.4612, -0.0205], [-0.2200, -0.6503, 0.4334], [2.5388, 2.6718, -0.1033], [0.6493, 1.5250, -1.8381], [1.6972, 0.2454, -1.1611], [-0.9791, 1.2266, -0.1802], [-2.8262, -1.7458, -1.1742], [-2.8346, -0.1011, -0.1398], [-1.8360, -0.1890, -1.6361], [0.5272, -2.4667, 1.2260], [1.6828, -1.1057, 1.2250], [0.4139, -1.2841, 2.4243]], "forces_ev_per_angstrom": [[-1.5380, -1.1681, 1.4272], [-0.5874, -1.4784, -0.6236], [-2.8117, 2.1714, -1.9860], [-3.1726, 3.3199, -2.1878], [-1.1127, 4.0111, -1.0415], [-0.6820, -4.5759, 2.9374], [0.3169, -0.4624, 0.4787], [0.3500, -0.3042, 0.8302], [2.0684, 1.9390, -0.3125], [0.9179, -0.9007, 1.8580], [1.5986, -2.1139, -0.5980], [2.5003, -1.2696, 1.1476], [0.2300, 0.7294, 0.3141], [0.8440, -2.0401, -1.1048], [-0.6132, -1.6990, 1.1873], [0.3180, 2.0874, -0.6117], [1.4136, 0.7354, -0.4939], [-0.0402, 1.0188, -1.2206]]}

---

{"formula": "C6H10N2", "method": "ωB97M-V with the def2-TZVPD basis set", "multiplicity": 1, "orbital_gap_ev": 9.0554, "total_charge": 0, "e_above_lowest_kcal_mol": 207.5, "smiles": "C1N[C@@H]2[C@@H]3NC[C@@H]1[C@H]23", "elements": ["C", "N", "C", "C", "N", "C", "C", "C", "H", "H", "H", "H", "H", "H", "H", "H", "H", "H"], "coordinates": [[1.8472, -0.0898, -0.3738], [1.0516, -1.3454, -0.4381], [-0.0146, -1.3579, 0.4038], [-1.3813, -0.5335, 0.3130], [-1.6578, 0.5529, -0.8325], [-0.7288, 1.6855, -0.2609], [0.5436, 0.6607, -0.2431], [0.0164, 0.0484, 1.0499], [2.6794, 0.0099, 0.5017], [2.5276, -0.0596, -1.2777], [1.6142, -2.2348, -0.2725], [-0.5297, -2.2306, 0.9314], [-2.2843, -1.1762, 0.4786], [-2.6424, 0.9688, -0.5238], [-0.6476, 2.2029, 0.8276], [-0.5915, 2.3912, -1.2139], [0.0137, 0.1935, -1.2059], [0.1842, 0.3140, 2.1359]], "forces_ev_per_angstrom": [[2.7336, -0.0516, 0.5920], [4.7341, -5.0045, -1.9465], [-4.5154, 1.5429, 3.7115], [2.0484, 1.3908, -1.6732], [-2.2766, 2.1930, 5.1528], [3.2091, 2.1947, -3.0986], [-2.6367, 2.0660, -0.8851], [-3.6917, -4.5640, -0.0260], [-2.2938, -0.3691, -1.3148], [-1.3825, 0.4073, 0.5656], [-0.6534, 1.6149, -0.5000], [2.3238, 0.3487, -0.5583], [0.9079, 1.0455, 0.7606], [1.9766, -1.3148, -1.0099], [-1.5770, -1.0833, -2.7340], [-0.6124, -0.7530, 2.4393], [1.8120, 0.3176, 2.1169], [-0.1064, 0.0190, -1.5922]]}

---

{"formula": "C6H10N2", "method": "ωB97M-V with the def2-TZVPD basis set", "multiplicity": 1, "orbital_gap_ev": 9.6829, "total_charge": 0, "e_above_lowest_kcal_mol": 179.9, "elements": ["C", "C", "C", "C", "C", "C", "H", "H", "H", "H", "H", "H", "H", "H", "H", "H", "N", "N"], "coordinates": [[-0.5725, -1.3149, -1.6245], [0.1193, 0.2317, -0.7703], [-0.2500, -0.9875, -0.0491], [1.0016, 0.4599, 1.1461], [-0.3025, 1.2462, 1.3970], [0.3043, 1.4079, 0.0588], [-1.3495, -2.0075, -1.5342], [0.3271, -1.8200, -2.2889], [-1.4617, 0.3043, -1.4353], [1.2430, -0.2543, -0.8779], [-1.2099, -0.5468, 0.5374], [0.6775, -1.5095, 1.7611], [1.7959, 0.7883, 1.8817], [-0.2012, 2.2212, 1.8301], [-1.0005, 0.6010, 1.3627], [0.7549, 2.2023, -0.3551], [-0.6673, 0.0322, -1.9333], [0.7915, -1.0546, 0.8938]], "forces_ev_per_angstrom": [[3.2966, -5.4266, 0.2620], [5.9364, -0.7114, -1.2961], [-2.9858, 1.8324, 0.6384], [-0.1924, 1.5516, 2.7968], [5.7067, 4.2690, -0.8160], [0.5792, -4.7988, 2.1387], [-1.8543, -0.5732, -1.1794], [-2.0351, 1.1355, 2.1499], [-3.1058, 0.9253, -0.3839], [-1.8614, 1.9066, -1.6304], [0.7127, -2.6816, -1.9391], [-0.5416, -0.7182, 0.8591], [-0.5221, -0.7194, -1.5313], [-0.6705, -0.2437, 1.3661], [-5.8674, -2.8979, 1.1041], [1.5858, 2.9617, -0.8700], [-0.3510, 1.7265, -1.3682], [2.1701, 2.4623, -0.3007]]}

---

{"formula": "C6H10N2", "method": "ωB97M-V with the def2-TZVPD basis set", "multiplicity": 1, "orbital_gap_ev": 9.6523, "total_charge": 0, "e_above_lowest_kcal_mol": 31.5, "smiles": "N[C@@]12CN3C[C@@H]1[C@@H]2C3", "elements": ["N", "C", "C", "N", "C", "C", "C", "C", "H", "H", "H", "H", "H", "H", "H", "H", "H", "H"], "coordinates": [[1.0488, 1.9929, 0.7113], [0.4210, 0.7310, 0.3494], [0.7753, -0.6058, 0.9990], [-0.0660, -1.5116, 0.1976], [-1.4050, -0.8670, 0.2891], [-1.0357, 0.5281, -0.1544], [0.1378, 0.3830, -1.0916], [0.3550, -1.1299, -1.1625], [0.9278, 2.6710, -0.0685], [0.6336, 2.3864, 1.5563], [1.8303, -0.8892, 0.8796], [0.4783, -0.7353, 2.0262], [-1.8222, -0.9678, 1.2859], [-2.0329, -1.3811, -0.4657], [-1.6662, 1.4016, -0.2061], [0.2777, 1.0595, -1.9316], [-0.2579, -1.6432, -1.8917], [1.4002, -1.4226, -1.3224]], "forces_ev_per_angstrom": [[-0.5434, 0.0148, -0.7259], [-0.3443, 0.5164, -0.4791], [0.2120, -0.1443, -0.3344], [0.0966, -0.1661, 0.0510], [0.0264, -0.6275, -1.2070], [0.8700, 0.8161, 0.7337], [-0.0408, -0.3923, 0.0098], [0.3122, -0.0114, -0.1132], [0.1450, -0.6664, 1.0116], [0.0803, -0.0666, -0.3379], [-0.2328, 0.2063, 0.0934], [0.0246, 0.3352, 0.5664], [-0.0401, 0.0643, 0.0764], [-0.0493, 0.2472, 0.6140], [-0.2508, -0.1214, 0.0006], [0.1225, -0.1115, 0.2631], [-0.1943, -0.0102, -0.2649], [-0.1937, 0.1174, 0.0424]]}

---

{"formula": "C6H10N2", "method": "ωB97M-V with the def2-TZVPD basis set", "multiplicity": 1, "orbital_gap_ev": 10.0907, "total_charge": 0, "e_above_lowest_kcal_mol": 80.9, "smiles": "C=N[C@]1(CC)N=C1C", "elements": ["C", "N", "C", "C", "C", "N", "C", "C", "H", "H", "H", "H", "H", "H", "H", "H", "H", "H"], "coordinates": [[1.6137, -0.4115, 2.2500], [0.6468, -0.9711, 1.6598], [0.0710, -0.2616, 0.3830], [0.7113, 0.9603, -0.0360], [0.2593, 2.1153, 0.8894], [-1.4528, -0.5082, 0.3671], [-0.7372, -1.2414, -0.3689], [-0.6713, -2.1735, -1.5603], [2.1305, -0.9615, 3.0124], [2.1313, 0.4903, 1.9156], [1.6941, 0.8936, -0.1130], [0.2843, 1.2174, -0.9764], [0.9761, 2.8406, 0.8188], [0.2842, 1.6641, 1.8737], [-0.6563, 2.4554, 0.5874], [-1.5857, -2.6604, -1.8125], [0.0887, -2.8769, -1.2655], [-0.3341, -1.4975, -2.3088]], "forces_ev_per_angstrom": [[0.4337, -0.4515, -0.9368], [-0.6185, 1.3749, -1.7260], [-0.5469, -4.5185, 2.8887], [-5.0096, 2.0009, 0.1401], [1.6104, -3.2723, 0.5494], [0.8457, -0.1819, -0.7243], [0.0275, 1.3303, -0.2514], [0.1345, 0.8599, 2.4284], [-0.0656, -0.1618, 0.7472], [-0.2023, 0.1884, 0.0260], [4.4705, -0.4412, -0.3391], [0.0784, 0.0632, -1.2669], [1.6623, 2.2680, 0.0595], [-0.5076, 0.6519, 0.4455], [-2.4184, 0.8414, -0.3606], [-0.6816, -0.1875, -0.1199], [0.3748, -0.4738, -0.4646], [0.4127, 0.1093, -1.0952]]}

---

{"formula": "C6H10N2O", "method": "ωB97M-V with the def2-TZVPD basis set", "multiplicity": 1, "orbital_gap_ev": 9.3106, "total_charge": 0, "e_above_lowest_kcal_mol": 36.6, "smiles": "C[C@@H]1C(=O)N2NCC[C@@H]12", "elements": ["C", "C", "C", "O", "N", "N", "C", "C", "C", "H", "H", "H", "H", "H", "H", "H", "H", "H", "H"], "coordinates": [[-2.4897, 0.6691, 0.3380], [-1.1601, 0.2239, -0.2458], [-0.8040, -1.2469, -0.1274], [-1.1811, -2.2950, -0.5481], [0.3056, -0.9250, 0.8234], [1.6497, -1.2489, 0.5860], [2.0602, -0.3826, -0.5254], [1.3702, 0.9492, -0.1952], [0.1133, 0.5119, 0.5752], [-2.6196, 1.7416, 0.2061], [-2.5352, 0.4396, 1.3999], [-3.3034, 0.1535, -0.1653], [-1.0803, 0.5452, -1.2885], [1.7308, -2.2390, 0.3702], [1.7098, -0.7544, -1.5027], [3.1469, -0.3085, -0.5411], [2.0011, 1.5609, 0.4447], [1.1230, 1.5129, -1.0916], [-0.0374, 1.0926, 1.4876]], "forces_ev_per_angstrom": [[0.1065, -0.0696, -0.1122], [-0.3249, 0.2855, 0.0643], [1.5439, 0.1360, 1.1488], [0.0467, 0.1308, -0.0873], [-1.9550, -0.6098, -0.8853], [0.6136, -0.2677, -0.0002], [0.0017, 0.0273, -0.2851], [0.0022, -0.1679, 0.0588], [0.1253, 0.2931, -0.0673], [-0.0564, 0.0535, 0.0257], [-0.0390, -0.0248, 0.0951], [-0.1387, 0.0064, -0.0092], [0.0815, -0.0576, 0.0190], [-0.0908, 0.1394, 0.1060], [0.0460, 0.0086, 0.1319], [-0.0287, 0.0248, -0.0887], [0.0673, 0.0408, -0.0039], [0.0474, 0.0827, -0.0361], [-0.0485, -0.0315, -0.0744]]}

---

| no. | E_tot (eV) |
| --- | --- |
| 1 | -9356.537 |
| 2 | -9355.438 |
| 3 | -9356.634 |
| 4 | -9363.071 |
| 5 | -9360.927 |
| 6 | -11410.500 |